[1]
Computed, not measured: a single C9H16O2S2 molecule, with wB97M-V/def2-TZVPD.

Structure (XYZ):
```
29
Properties=species:S:1:pos:R:3:forces:R:3
C 1.414 -1.762 2.422 0.4557 -1.2916 -1.3468
C 0.122 -1.566 2.695 -0.1868 0.0817 -2.5348
C -0.439 0.658 -1.962 2.1064 1.5140 1.3912
C -1.086 0.315 -0.554 0.2160 -0.7593 -2.9391
C -0.379 -0.540 -2.891 0.1986 0.2036 3.3145
C -0.373 -0.856 0.086 -3.6530 -2.0901 -0.9559
C 2.406 -1.968 3.534 -2.0441 -4.4108 0.5456
C -1.235 1.927 -2.479 5.0523 -1.4343 -3.5768
C -1.243 1.566 0.282 0.0047 -3.1628 2.4301
O -1.561 -2.942 -1.380 -0.5423 -0.1610 0.2350
O 0.717 -0.506 -3.694 -1.2988 1.3584 0.6157
S -1.293 -1.457 1.597 1.6092 0.5240 -1.0030
S -0.225 -2.360 -1.120 0.2283 2.9984 -0.9757
H 1.883 -1.990 1.376 -1.5202 0.6243 1.7770
H -0.339 -1.340 3.602 0.2941 -0.1538 2.1081
H 0.725 0.972 -1.717 -2.7591 -0.5916 -0.9111
H -1.948 -0.182 -0.986 -1.3885 0.4858 0.8086
H -1.357 -1.005 -3.135 0.7796 0.0021 -0.5208
H 0.572 -0.622 0.331 3.4490 0.6906 1.1208
H 1.888 -2.673 4.358 1.2327 1.5953 -1.6567
H 3.305 -2.513 3.218 -0.1826 0.5579 0.0694
H 2.560 -1.068 3.962 1.2447 2.8252 1.6778
H -1.245 2.668 -1.790 -0.0256 2.1367 2.0379
H -2.166 1.747 -2.824 -3.2552 -1.0676 -0.7645
H -0.697 2.369 -3.428 -0.7594 -0.8128 1.7402
H -0.949 1.259 1.303 0.1185 0.3374 -0.2306
H -2.212 1.907 0.449 -1.9036 0.4818 -0.2519
H -0.663 2.365 0.015 1.7234 1.8085 -0.8659
H 0.810 -1.400 -3.905 0.8056 -2.2897 -1.3384
```
Forces are in eV/Å.

- energy above the lowest of the compared OMol25 structures with the same formula, charge and spin (kcal/mol) = 28.6
- spin multiplicity = 1
- frontier orbital gap (spin up / spin down) (eV) = 7.74 / 7.62
- HOMO level (spin up / spin down) (Eh) = -0.28430 / -0.28270


[2]
Computed, not measured: 2 unconnected molecules or ions with the total composition C9H16O3S, with wB97M-V/def2-TZVPD.

Structure (XYZ):
```
29
Properties=species:S:1:pos:R:3:forces:R:3
C -0.433 -0.242 0.816 -1.3291 0.6149 -1.5806
C -1.649 0.532 0.242 -0.9980 0.1339 0.5285
C 0.047 -0.840 -0.400 -2.8504 -1.5978 -1.1740
C -3.038 0.047 0.778 0.0624 0.0538 0.4467
C -1.476 2.042 0.405 -0.3342 1.6099 1.5213
C 1.516 1.362 -1.935 -1.0040 -1.0775 -0.0394
C -0.274 -3.163 -0.539 0.4694 1.3479 -1.0222
C 2.790 0.194 1.338 -0.0554 -0.3299 1.5492
C 1.781 0.454 -0.774 3.7243 -1.6969 -0.6003
O -0.012 -0.087 1.934 0.4429 -0.6242 1.7681
O 0.648 -2.029 -0.707 -0.7867 1.0160 0.6201
O 2.063 0.971 0.456 -2.1053 1.6726 -1.8299
S -1.362 -0.100 -1.494 1.6228 -0.9005 2.0739
H -3.601 0.762 1.428 0.8570 -0.1893 -0.5351
H -2.949 -0.864 1.387 0.0629 0.0791 -0.3974
H -3.671 -0.142 -0.083 -0.2225 -0.1863 0.0577
H -0.959 2.423 -0.523 -0.5075 0.1043 1.3217
H -0.858 2.256 1.411 -1.1352 -0.4943 -2.4136
H -2.509 2.594 0.601 2.1456 -1.1010 -0.8216
H 2.384 1.217 -2.686 -1.2080 1.4444 1.2517
H 1.145 2.258 -1.390 1.1898 0.5130 -1.2074
H 0.571 1.045 -2.479 1.3771 0.1400 0.4697
H -0.176 -3.585 0.397 0.6717 -0.7514 2.2096
H 0.012 -3.887 -1.268 -0.0729 -0.3333 -0.6921
H -1.293 -2.833 -0.582 -0.4795 0.1867 -0.6703
H 2.191 -0.675 1.728 0.5384 0.8829 -0.2713
H 3.052 0.901 2.204 0.0315 -1.3674 -1.3425
H 3.585 -0.164 0.702 1.1020 -0.3392 0.7099
H 2.476 -0.448 -0.966 -1.2091 1.1896 0.0695
```
Forces are in eV/Å.

- spin multiplicity = 3
- <S²> = 2.0100
- frontier orbital gap (spin up / spin down) (eV) = 6.12 / 7.09
- HOMO level (spin up / spin down) (Eh) = -0.19975 / -0.33202


Which max |F| belongs to each record? In order, 6.35, 4.14 eV Å⁻¹.